The following is a DFT calculation (ωB97M-V with the def2-TZVPD basis set) of a structure of composition C28H36N4O2P2Sn.

```
73
Properties=species:S:1:pos:R:3:forces:R:3
Sn -4.43574 -0.99622 0.38060 -1.5452 -1.3768 0.2164
C -0.60115 -5.56908 0.86673 -1.0104 -0.0557 0.0129
C -0.56667 -4.32719 1.36242 0.4752 -1.0075 0.1331
C -0.06560 -3.07538 0.70563 -0.6291 1.1520 0.2726
C -0.99412 -2.44295 -0.35283 0.1960 0.5073 -0.4386
C -0.94428 -2.85697 -1.82022 -0.4791 -0.2384 0.0696
C -0.53848 -4.05371 -2.26288 -0.5429 0.4563 -0.1462
C 0.28279 -5.04798 -1.50736 0.3928 -1.0439 -0.0393
C -0.44987 -6.03834 -0.56595 0.8946 -0.1191 0.3523
C -6.40284 -1.43291 -0.68817 0.4449 0.3277 0.2848
H -0.90293 -6.36389 1.56417 -0.0428 0.3585 -0.3088
H -0.89498 -4.16547 2.40355 0.3549 -0.3606 -0.5148
H 0.99135 -3.05290 0.40125 -0.2860 -0.3721 0.0056
H -0.16980 -2.37043 1.54456 0.3272 0.1847 -0.1432
H -2.00626 -2.66720 0.02007 0.1285 0.1565 -0.2591
H -0.88808 -1.33427 -0.29358 -0.0112 -0.4223 -0.0428
H -1.46341 -2.14994 -2.51345 0.2508 -0.8236 0.5732
H -0.84773 -4.42671 -3.25306 0.3283 0.6864 0.2712
H 1.13476 -4.59300 -0.98792 -0.3091 -0.0518 -0.0726
H 0.73269 -5.67754 -2.27948 0.1332 0.0568 0.0618
H -1.42112 -6.31927 -0.99955 0.0847 0.1818 0.3072
H 0.12273 -6.99570 -0.52759 -0.2830 0.6495 -0.1199
H -7.08078 -1.99506 -0.02052 0.3977 0.2425 -0.2563
H -6.23290 -2.03441 -1.60510 0.0358 0.3093 0.5205
H -6.89558 -0.48001 -0.97740 0.3097 -0.5505 0.1590
P -0.29733 2.20684 -1.14446 2.3436 0.8712 -3.0088
P 0.94172 1.44184 2.02251 2.6851 1.3972 1.6460
N 0.42457 1.73719 -2.69027 -0.8093 -0.9114 0.4104
N -0.49657 3.92444 -1.69522 -1.7216 0.2844 0.8747
N 2.49682 0.54490 1.70280 -0.6956 -1.4894 -0.7738
N 1.49719 2.14973 3.54707 -0.7802 0.2170 -0.1397
C 1.38893 2.53321 -0.50544 0.1312 0.2827 0.9643
C 1.44105 2.87326 0.97923 -0.0277 -0.2009 -0.2792
C -0.19456 0.78562 -3.49944 1.0045 0.7009 -0.7537
C 0.47195 0.76690 -4.72319 -0.4585 -0.0028 1.0407
C 1.53965 1.71773 -4.66079 -0.6987 0.0672 1.2067
C 1.50380 2.28785 -3.39028 -0.1869 -0.4448 -0.8283
C -1.75818 4.50175 -1.55787 2.5179 -1.4197 -0.1751
C -1.64360 5.85540 -1.85998 1.4629 1.8027 -0.8078
C -0.28357 6.12741 -2.20445 -2.4069 0.2322 0.3237
C 0.40120 4.91851 -2.11141 -0.8453 -0.7220 0.3984
C 2.34071 -0.81978 1.42737 0.1631 2.7478 0.8283
C 3.56077 -1.33822 1.00513 2.3459 0.5616 -0.4235
C 4.51182 -0.27158 1.00065 -1.2832 -2.2353 -0.1479
C 3.82549 0.88040 1.40133 -1.2623 -0.2840 0.4407
C 2.78010 2.30349 4.08400 -0.2621 0.2165 0.8492
C 2.68179 2.92101 5.32707 -0.8935 -0.5192 -1.3290
C 1.29091 3.22410 5.53260 -0.1271 -0.3104 -1.0920
C 0.59130 2.78504 4.41698 0.9295 -0.3580 0.5811
H 1.79908 3.41346 -1.01608 0.0407 -0.7259 0.0129
H 1.98632 1.64251 -0.76318 -0.0883 0.3856 0.1446
H 2.47831 3.17715 1.20195 -0.6408 0.1359 0.3890
H 0.73384 3.67957 1.23712 0.4029 -0.0352 -0.0430
H -1.00732 0.22072 -3.06414 -0.0306 -0.0356 -0.4100
H 0.21764 0.10711 -5.53579 0.0860 0.0773 -0.0845
H 2.24367 1.96761 -5.44209 -0.0379 -0.1237 0.1290
H 2.21681 2.95752 -2.92735 -0.2015 -0.2013 -0.2481
H -2.57341 3.86303 -1.24884 -0.1871 0.2857 -0.0206
H -2.47353 6.54319 -1.84500 0.0982 0.1605 -0.0285
H 0.13388 7.08595 -2.49743 -0.1151 -0.2800 0.0416
H 1.44697 4.73672 -2.31150 -0.2580 -0.0048 0.0316
H 1.37380 -1.25665 1.59217 -0.0965 -0.3733 -0.0768
H 3.71272 -2.38369 0.75560 0.1691 0.2729 0.0210
H 5.56200 -0.36254 0.76173 -0.1117 0.1472 -0.0067
H 4.20999 1.88288 1.52420 -0.0987 -0.0547 -0.0790
H 3.65509 1.96342 3.54970 -0.1443 -0.0573 0.3587
H 3.48824 3.10428 6.01700 0.0448 0.0664 -0.1004
H 0.85799 3.71434 6.39182 0.0394 -0.0229 -0.1080
H -0.45353 2.83960 4.13693 0.0855 -0.0665 0.3038
O -4.15368 -3.13434 0.92421 -0.2530 0.8873 1.0680
C -4.53791 -3.12792 2.17839 -0.2196 0.8405 -1.0102
O -5.11700 -2.13856 2.70076 1.2375 -1.2570 -1.2251
H -4.27791 -4.08587 2.68196 -0.4615 0.6485 0.2368
```
Positions in Å, forces in eV/Å.

The value obtained for the highest occupied orbital energy (alpha / beta) is -12.5 / -12.5 eV. Its net charge is +2. The calculation puts the orbital gap (alpha / beta) at 2.93 / 2.88 eV.